(1)
A molecular structure, C38H45CoN7P2SSe2Si in a non-equilibrium geometry, computed with ωB97M-V with the def2-TZVPD basis set.

- multiplicity = 2
- highest occupied orbital energy (alpha / beta) (eV) = -7.74 / -7.74
- Kohn-Sham gap (alpha / beta) (eV) = 7.6 / 7.8
- <S²> = 1.041

The geometry in XYZ format:
```
97
Properties=species:S:1:pos:R:3:forces:R:3
Co 0.177 0.027 -1.337 -0.129 -0.739 0.734
Se -0.970 -7.057 -0.172 0.057 0.160 0.131
P -1.299 -5.456 -1.502 0.056 -0.146 0.028
C -0.304 -5.624 -3.002 0.106 -0.089 -0.028
C -0.542 -6.727 -3.826 0.078 0.046 0.008
C 0.270 -6.955 -4.926 -0.058 0.000 0.033
C 1.330 -6.095 -5.197 -0.021 -0.002 0.006
C 1.576 -5.009 -4.370 0.020 0.014 -0.026
C 0.762 -4.769 -3.270 -0.060 0.012 -0.023
C -3.040 -5.359 -2.017 -0.068 -0.062 0.056
C -4.015 -5.554 -1.040 -0.051 -0.031 -0.091
C -5.360 -5.488 -1.377 0.032 0.019 -0.008
C -5.734 -5.243 -2.694 0.015 -0.007 0.051
C -4.764 -5.055 -3.667 0.029 0.016 0.004
C -3.416 -5.104 -3.331 0.020 0.099 0.004
C -0.939 -3.755 -0.994 -0.500 0.322 0.074
C -0.375 -3.014 0.067 0.102 -0.420 -0.232
N -0.368 -1.752 -0.362 0.129 0.661 -0.046
N -0.927 -1.696 -1.551 -0.322 -0.173 0.085
N -1.302 -2.873 -1.961 0.316 -0.079 0.187
P 0.359 -3.279 1.706 0.046 -0.226 -0.233
Se 0.198 -1.562 2.945 -0.042 -0.026 0.183
C -0.521 -4.639 2.491 -0.061 0.053 -0.120
C -1.913 -4.623 2.437 0.021 -0.136 0.074
C -2.640 -5.601 3.095 -0.025 0.035 -0.017
C -1.979 -6.598 3.802 0.013 0.021 -0.018
C -0.593 -6.602 3.870 0.050 -0.037 0.015
C 0.140 -5.616 3.223 0.005 -0.030 -0.003
C 2.058 -3.761 1.338 -0.022 -0.024 -0.024
C 3.063 -2.803 1.431 0.084 -0.065 -0.003
C 4.349 -3.120 1.014 0.061 -0.022 -0.018
C 4.626 -4.382 0.507 -0.047 -0.017 0.004
C 3.618 -5.335 0.406 -0.058 0.015 0.020
C 2.328 -5.028 0.818 0.082 0.010 -0.057
H -1.353 -7.407 -3.591 0.035 0.000 -0.026
H 0.080 -7.808 -5.568 0.010 0.057 0.038
H 1.963 -6.274 -6.059 -0.029 0.004 0.055
H 2.397 -4.335 -4.581 -0.056 -0.003 0.039
H 0.952 -3.905 -2.644 0.063 -0.075 -0.119
H -3.712 -5.785 -0.025 -0.006 -0.006 -0.016
H -6.116 -5.641 -0.614 0.049 0.007 -0.053
H -6.784 -5.201 -2.961 0.053 -0.011 0.020
H -5.055 -4.863 -4.693 0.019 -0.003 0.036
H -2.661 -4.929 -4.088 -0.041 -0.019 0.035
H -2.423 -3.849 1.877 -0.042 0.029 -0.023
H -3.724 -5.592 3.053 0.088 -0.002 -0.022
H -2.546 -7.373 4.302 0.019 0.034 -0.014
H -0.078 -7.379 4.425 -0.044 0.082 -0.049
H 1.221 -5.616 3.279 -0.013 -0.016 0.006
H 2.832 -1.816 1.814 -0.011 -0.048 -0.045
H 5.133 -2.374 1.077 -0.128 -0.219 0.006
H 5.632 -4.623 0.180 -0.068 0.013 0.013
H 3.829 -6.316 -0.005 -0.016 0.075 0.041
H 1.536 -5.763 0.715 0.010 0.019 -0.020
N 0.128 1.527 1.784 -0.610 0.470 0.037
C -0.968 2.241 2.522 -0.139 0.009 -0.255
C -2.263 1.429 2.440 0.116 -0.173 0.015
C -2.871 1.359 1.039 0.210 0.092 0.077
N -2.067 0.434 0.214 -0.100 0.538 -0.062
C -2.998 2.778 0.458 0.329 -0.198 -0.195
C -1.719 3.634 0.503 -0.003 -0.167 0.098
N -0.683 3.137 -0.411 -0.072 -0.059 0.104
C -1.164 3.649 1.937 0.136 -0.150 -0.120
H 0.167 0.509 1.956 -0.026 -0.147 0.134
H 1.064 1.888 1.955 0.052 0.111 0.051
H -0.031 1.656 0.770 0.035 0.109 -0.097
H -0.670 2.316 3.566 0.118 -0.028 0.062
H -2.991 1.888 3.114 0.055 0.028 0.028
H -2.076 0.413 2.806 -0.062 0.100 0.038
H -3.885 0.962 1.151 -0.096 0.054 0.020
H -2.564 0.209 -0.641 -0.012 -0.047 -0.058
H -1.956 -0.439 0.720 0.073 -0.061 -0.050
H -3.744 3.300 1.062 -0.092 0.010 -0.060
H -3.389 2.734 -0.565 0.046 0.010 0.036
H -2.003 4.657 0.237 -0.109 0.100 0.109
H 0.083 3.797 -0.498 -0.024 -0.036 0.044
H -1.048 2.997 -1.344 -0.020 -0.113 -0.056
H -1.872 4.181 2.575 0.045 -0.015 0.062
H -0.221 4.207 1.967 -0.051 -0.024 0.010
S 0.142 0.908 -3.493 0.217 0.082 0.412
C 1.112 -0.463 -3.387 0.358 -0.156 -0.618
N 1.764 -1.418 -3.254 -0.156 0.164 0.068
C 5.042 0.202 1.960 0.056 -0.141 0.027
Si 4.037 1.642 1.336 -0.073 0.084 -0.005
C 5.113 2.832 0.388 0.120 0.084 -0.080
C 3.273 2.529 2.812 0.065 0.082 0.162
C 2.651 1.073 0.306 0.032 -0.089 -0.109
C 1.694 0.710 -0.360 -0.135 0.239 -0.516
H 5.933 0.540 2.499 -0.076 -0.025 -0.026
H 5.365 -0.430 1.125 -0.018 0.224 0.120
H 4.443 -0.416 2.639 0.113 0.056 -0.065
H 6.008 3.093 0.964 -0.091 -0.002 -0.064
H 4.572 3.756 0.157 0.050 -0.093 0.004
H 5.433 2.387 -0.559 -0.023 0.051 0.097
H 4.051 2.917 3.481 -0.146 -0.052 -0.065
H 2.651 1.840 3.398 0.088 0.078 0.004
H 2.661 3.385 2.497 0.068 -0.073 0.028
```
Forces are in eV/Å.

(2)
A molecular structure, C38H45N2OPSiV in a non-equilibrium geometry, computed with ωB97M-V with the def2-TZVPD basis set.

- ΔE to the lowest compared entry with this formula, charge and spin (kJ/mol) = 106.3
- multiplicity = 4
- highest occupied orbital energy (alpha / beta) (eV) = -6.69 / -7.42
- Kohn-Sham gap (alpha / beta) (eV) = 6.5 / 7.1
- <S²> = 3.776

The geometry in XYZ format:
```
89
Properties=species:S:1:pos:R:3:forces:R:3
V 0.257 0.369 -0.658 0.490 -0.474 1.151
C 0.387 -0.472 -4.484 -0.037 -0.027 -0.024
C 1.132 0.626 -3.738 0.145 0.082 0.074
C 2.242 1.252 -4.579 -0.046 -0.030 -0.007
C 0.215 1.727 -3.194 -0.157 0.024 0.026
C -0.680 2.417 -4.229 0.011 0.021 -0.056
O -2.018 2.014 -3.876 0.069 -0.041 0.059
C -1.943 1.335 -2.720 -0.561 -0.202 0.332
N -0.776 1.156 -2.229 0.180 0.478 -1.047
C -3.244 0.834 -2.202 0.344 0.092 -0.170
C -4.347 1.038 -3.035 -0.107 -0.062 0.061
C -5.594 0.543 -2.697 0.087 0.046 -0.020
C -5.743 -0.175 -1.522 -0.041 -0.017 -0.001
C -4.654 -0.370 -0.688 0.037 -0.027 -0.035
C -3.390 0.136 -0.990 -0.024 0.057 0.046
P -2.001 -0.068 0.226 -0.396 0.184 -0.209
C -2.403 1.272 1.408 -0.064 -0.080 -0.005
C -1.359 2.006 1.963 0.103 0.052 0.075
C -1.622 3.039 2.852 -0.023 0.012 0.014
C -2.928 3.345 3.198 0.008 0.008 0.009
C -3.977 2.613 2.654 0.033 0.011 0.013
C -3.714 1.584 1.766 -0.080 0.030 -0.012
C -2.516 -1.598 1.051 0.108 -0.140 -0.120
C -2.486 -2.767 0.291 0.009 -0.004 -0.001
C -2.826 -3.982 0.858 -0.026 0.010 0.001
C -3.200 -4.041 2.195 0.014 -0.005 -0.008
C -3.219 -2.883 2.956 0.014 -0.033 0.030
C -2.872 -1.665 2.389 -0.041 0.042 0.049
H 1.084 -1.257 -4.779 0.010 -0.016 0.017
H -0.081 -0.101 -5.399 -0.011 0.025 -0.008
H -0.388 -0.932 -3.866 0.016 0.022 0.001
H 1.623 0.179 -2.861 -0.106 0.034 -0.053
H 1.841 1.781 -5.448 -0.035 0.008 -0.019
H 2.920 0.485 -4.955 0.003 -0.023 0.023
H 2.827 1.958 -3.989 0.012 0.018 0.033
H 0.835 2.454 -2.664 -0.025 -0.051 -0.045
H -0.502 2.086 -5.251 0.046 0.043 0.018
H -0.639 3.506 -4.186 0.027 -0.062 0.017
H -4.218 1.580 -3.958 0.004 0.011 -0.024
H -6.436 0.711 -3.354 -0.021 -0.011 -0.005
H -6.707 -0.582 -1.248 -0.009 -0.007 0.003
H -4.788 -0.934 0.225 0.000 -0.046 0.014
H -0.331 1.750 1.735 -0.017 -0.024 -0.039
H -0.797 3.594 3.278 0.001 0.022 0.015
H -3.132 4.149 3.893 -0.005 0.016 0.011
H -4.999 2.845 2.921 -0.016 0.006 0.012
H -4.543 1.027 1.349 0.046 0.043 0.028
H -2.187 -2.729 -0.751 0.014 0.027 0.012
H -2.793 -4.883 0.259 -0.008 -0.014 0.009
H -3.464 -4.989 2.644 -0.004 -0.021 0.011
H -3.490 -2.928 4.003 -0.016 -0.002 0.029
H -2.870 -0.769 2.997 0.011 0.019 0.007
C 2.921 -2.044 3.947 -0.054 0.028 0.079
Si 1.134 -1.486 4.001 -0.058 -0.005 -0.078
C 0.971 0.052 5.063 0.038 -0.072 -0.021
C 0.091 -2.856 4.749 0.027 0.047 -0.014
C 0.602 -1.060 2.310 0.143 0.054 0.167
C 0.509 -0.577 1.187 -0.146 -0.310 -0.002
H 3.285 -2.262 4.953 0.035 -0.016 0.024
H 3.555 -1.270 3.514 0.020 0.057 -0.026
H 3.035 -2.943 3.342 -0.014 -0.051 -0.042
H 1.261 -0.143 6.097 0.012 0.002 0.041
H -0.059 0.412 5.061 -0.058 0.009 -0.004
H 1.603 0.852 4.674 0.036 0.034 -0.014
H 0.588 -3.271 5.628 0.012 -0.019 0.046
H -0.070 -3.663 4.035 0.003 -0.042 -0.038
H -0.886 -2.486 5.063 -0.054 0.023 -0.024
C 3.325 -1.851 -2.134 -0.060 0.127 -0.198
N 4.246 -1.726 -1.032 -0.069 -0.213 0.043
C 5.564 -1.351 -1.481 0.086 0.050 -0.024
C 3.722 -0.949 0.087 0.009 0.074 0.039
C 3.506 0.540 -0.125 -0.040 -0.047 0.180
C 4.591 1.409 -0.039 0.009 0.008 0.008
C 4.434 2.787 -0.129 0.038 -0.063 0.016
C 3.162 3.315 -0.266 -0.058 0.030 0.007
C 2.079 2.443 -0.337 0.006 0.124 -0.072
C 2.208 1.049 -0.298 -0.023 0.230 -0.458
H 3.549 -2.741 -2.729 0.057 0.009 0.031
H 3.357 -0.985 -2.821 -0.003 -0.021 0.071
H 2.304 -1.941 -1.757 0.001 -0.049 0.020
H 5.919 -2.080 -2.212 -0.004 -0.007 0.000
H 6.262 -1.348 -0.642 -0.017 -0.011 0.025
H 5.599 -0.355 -1.955 -0.017 -0.024 -0.017
H 4.406 -1.089 0.932 0.037 -0.003 -0.068
H 2.766 -1.388 0.377 0.068 0.010 0.007
H 5.582 1.003 0.129 0.055 -0.010 0.011
H 5.297 3.437 -0.059 0.005 0.022 0.002
H 3.011 4.388 -0.294 0.003 0.003 -0.003
H 1.081 2.893 -0.403 0.006 -0.006 -0.004
```
Forces are in eV/Å.

(3)
A molecular structure, C38H46BaBrO2Se in a non-equilibrium geometry, computed with ωB97M-V with the def2-TZVPD basis set.

- highest occupied orbital energy (eV) = -4.26
- charge = -1
- Kohn-Sham gap (eV) = 6.7

The geometry in XYZ format:
```
89
Properties=species:S:1:pos:R:3:forces:R:3
Ba -0.410 0.678 0.440 0.444 -0.391 5.825
C 2.940 3.359 -6.430 -0.149 -0.053 -0.007
C 1.519 2.841 -6.177 0.019 0.043 -0.134
C 0.498 3.885 -6.648 0.108 -0.117 0.006
C 1.328 1.569 -7.006 0.016 0.204 0.148
C 1.325 2.594 -4.690 -0.004 -0.063 -0.053
C 0.937 1.371 -4.173 0.039 0.112 -0.040
C 0.787 1.214 -2.813 0.074 -0.189 0.276
Se 0.216 -0.506 -2.171 0.448 -0.910 -1.648
C -1.628 -0.376 -2.700 0.145 -0.120 0.344
C -1.937 -0.624 -4.023 -0.138 0.000 -0.107
C -3.242 -0.529 -4.464 0.104 -0.039 -0.089
C -4.205 -0.172 -3.519 0.062 -0.026 -0.085
C -3.930 0.074 -2.190 -0.086 0.124 0.202
C -2.590 -0.047 -1.720 -0.229 -0.318 -1.567
O -2.226 0.130 -0.499 -3.737 -1.104 -1.165
C -5.020 0.482 -1.207 -0.138 0.030 0.108
C -4.653 1.847 -0.611 0.075 -0.066 0.061
C -5.105 -0.582 -0.107 0.091 0.077 0.016
C -6.409 0.621 -1.840 0.282 -0.052 0.044
C -3.646 -0.779 -5.906 -0.041 -0.030 -0.132
C -4.214 0.517 -6.497 0.057 -0.146 0.013
C -4.709 -1.883 -5.957 0.105 0.114 -0.030
C -2.465 -1.226 -6.771 -0.188 0.084 0.148
C 1.030 2.231 -1.856 0.191 0.150 -1.651
O 0.902 1.957 -0.610 2.824 2.593 -1.302
C 1.384 3.497 -2.400 -0.067 0.011 0.184
C 1.523 3.622 -3.772 -0.013 -0.120 -0.122
C 1.596 4.759 -1.566 0.020 0.228 0.099
C 0.566 5.816 -1.996 0.119 -0.080 0.030
C 3.016 5.298 -1.798 -0.161 -0.032 0.019
C 1.430 4.556 -0.060 0.042 -0.031 -0.032
H 3.101 3.517 -7.496 0.052 0.047 -0.142
H 3.672 2.639 -6.069 0.101 -0.075 0.017
H 3.115 4.299 -5.915 0.051 0.135 0.057
H 0.586 4.055 -7.721 0.017 0.049 -0.150
H 0.650 4.832 -6.137 -0.012 0.147 0.058
H -0.511 3.543 -6.431 -0.131 -0.022 0.003
H 1.498 1.789 -8.060 0.007 0.013 -0.075
H 0.317 1.183 -6.900 -0.125 -0.100 -0.009
H 2.031 0.797 -6.699 0.047 -0.125 0.004
H 0.732 0.521 -4.807 0.065 -0.014 -0.078
H -1.128 -0.886 -4.689 -0.020 -0.057 -0.059
H -5.227 -0.090 -3.853 -0.184 0.049 -0.023
H -3.709 1.780 -0.078 -0.001 0.076 0.015
H -5.420 2.188 0.084 -0.129 0.022 0.077
H -4.554 2.583 -1.409 -0.007 0.104 -0.043
H -4.141 -0.687 0.382 -0.005 -0.057 0.073
H -5.382 -1.542 -0.541 -0.060 -0.091 -0.009
H -5.849 -0.305 0.639 -0.134 0.031 0.104
H -6.414 1.378 -2.623 -0.039 0.063 -0.127
H -7.117 0.928 -1.071 -0.047 0.020 0.058
H -6.757 -0.323 -2.254 -0.059 -0.108 -0.104
H -5.100 0.836 -5.954 -0.126 0.072 0.056
H -4.481 0.381 -7.544 -0.064 -0.012 -0.149
H -3.474 1.312 -6.428 0.071 0.108 -0.013
H -5.602 -1.597 -5.407 -0.142 0.017 0.059
H -4.320 -2.796 -5.512 0.026 -0.125 0.029
H -4.992 -2.088 -6.989 -0.081 -0.048 -0.138
H -1.696 -0.458 -6.809 0.140 0.068 -0.029
H -2.806 -1.415 -7.789 -0.017 -0.013 -0.078
H -2.025 -2.142 -6.381 0.095 -0.098 0.003
H 1.807 4.589 -4.162 0.027 0.138 -0.021
H 0.666 6.074 -3.048 -0.009 0.042 -0.130
H 0.687 6.726 -1.409 0.028 0.107 0.076
H -0.441 5.436 -1.835 -0.123 -0.016 -0.006
H 3.194 5.542 -2.843 0.036 0.028 -0.106
H 3.748 4.554 -1.493 0.113 -0.067 0.025
H 3.172 6.199 -1.206 0.042 0.116 0.057
H 0.418 4.241 0.181 -0.011 -0.005 0.095
H 1.635 5.495 0.455 0.001 0.143 0.001
H 2.114 3.799 0.307 0.009 -0.043 0.124
Br 1.175 -1.834 1.760 -0.064 0.123 0.436
C 0.963 -1.377 3.633 0.306 -0.498 0.133
C 1.547 -2.278 4.486 -0.003 -0.025 -0.519
C 1.481 -2.088 5.870 -0.104 0.180 0.194
C 0.830 -0.994 6.358 0.134 -0.202 0.100
C 0.226 -0.059 5.493 0.098 -0.163 -0.183
C -0.433 1.060 6.033 -0.135 0.218 0.011
C -1.019 1.969 5.201 -0.079 0.134 0.282
C -0.970 1.793 3.811 0.303 -0.521 -0.314
C -0.344 0.725 3.185 0.112 -0.144 0.475
C 0.269 -0.219 4.067 -0.167 0.292 0.303
H 2.060 -3.138 4.083 0.039 -0.067 -0.039
H 1.946 -2.806 6.530 0.035 -0.056 0.073
H 0.767 -0.825 7.424 -0.010 0.024 0.127
H -0.462 1.177 7.108 -0.013 0.029 0.085
H -1.525 2.832 5.614 -0.051 0.085 0.092
H -1.457 2.550 3.205 -0.118 0.188 -0.120
```
Forces are in eV/Å.